No. 1
This record from the Open Molecules 2025 dataset describes a structure of composition C33H28BrF6N2O5P2PdS. The level of theory is wB97M-V/def2-TZVPD.

The geometry in ORCA input format:
```
! wB97M-V def2-TZVPD RIJCOSX def2/J DEFGRID3
* xyz -2 2
Pd 1.010 -0.182 -0.208
F -1.903 -4.460 1.811
P -1.997 -4.660 3.410
F -3.625 -4.631 3.312
F -0.389 -4.675 3.523
F -1.995 -3.045 3.614
F -2.122 -4.855 5.021
F -2.013 -6.271 3.221
C 0.880 2.466 -2.957
C 1.049 3.620 -2.000
N 1.589 3.292 -0.802
O 0.742 4.774 -2.289
H 1.746 1.805 -2.953
H 0.699 2.858 -3.955
H 0.024 1.861 -2.646
H 1.565 2.319 -0.495
H 1.516 3.976 -0.066
O -1.404 0.309 -0.266
P -2.879 0.481 -0.285
C -3.663 0.455 1.336
C -3.475 -0.692 2.108
C -4.056 -0.782 3.365
C -4.816 0.273 3.851
C -4.991 1.423 3.093
C -4.414 1.517 1.835
C -3.717 -0.812 -1.221
C -5.071 -1.105 -1.057
C -5.653 -2.110 -1.812
C -4.884 -2.835 -2.715
C -3.532 -2.560 -2.860
C -2.947 -1.545 -2.116
C -3.318 2.062 -1.057
C -4.600 2.372 -1.508
C -4.849 3.599 -2.102
C -3.817 4.519 -2.258
C -2.538 4.218 -1.817
C -2.294 2.990 -1.212
H -2.869 -1.518 1.751
H -3.889 -1.678 3.947
H -5.264 0.201 4.835
H -5.570 2.252 3.482
H -4.543 2.418 1.248
H -5.657 -0.576 -0.315
H -6.701 -2.348 -1.678
H -5.338 -3.635 -3.287
H -2.913 -3.141 -3.530
H -1.885 -1.359 -2.209
H -5.403 1.651 -1.409
H -5.846 3.834 -2.455
H -4.014 5.472 -2.734
H -1.714 4.909 -1.950
H -1.302 2.738 -0.858
Br 1.888 3.731 5.237
C 1.595 2.587 3.726
C 2.582 1.697 3.348
C 2.360 0.881 2.242
C 1.176 0.921 1.492
C 0.209 1.836 1.935
C 0.401 2.667 3.035
H 3.510 1.642 3.904
H 3.150 0.196 1.951
H -0.737 1.896 1.411
H -0.370 3.360 3.350
O -0.115 -2.530 -2.893
C 1.058 -2.242 -2.727
N 1.540 -1.115 -2.129
S 3.158 -1.010 -2.234
O 3.775 -0.948 -0.933
O 3.567 -0.017 -3.198
C 3.412 -2.613 -2.941
C 4.583 -3.274 -3.256
C 4.467 -4.539 -3.819
C 3.215 -5.104 -4.060
C 2.050 -4.416 -3.744
C 2.172 -3.159 -3.179
H 5.548 -2.826 -3.061
H 5.360 -5.099 -4.069
H 3.154 -6.095 -4.492
H 1.068 -4.837 -3.913
*
```

## Properties
**DFT total energy**: -6142.444071 hartree
**Expectation value of S²**: 0.752
**LUMO level (spin up / spin down)**: 3.97 / 3.97 eV
**Energy relative to the best compared isomer or geometry (same formula, charge and spin)**: 55.46 kJ/mol

Löwdin population analysis, charges in e, atoms 1 to 4: Pd 0.66; F -0.17; P 0.13; F -0.19

No. 2
This record from the Open Molecules 2025 dataset describes the molecule C3H7NO2. The level of theory is wB97M-V/def2-TZVPD.

The geometry in ORCA input format:
```
! wB97M-V def2-TZVPD RIJCOSX def2/J DEFGRID3
* xyz 0 1
C 0.370 0.596 -0.354
C -0.738 -0.308 0.047
C 1.645 -0.378 -0.422
H 1.206 1.460 1.225
H -0.360 2.072 0.882
H 0.100 1.160 -1.250
H 1.331 -1.328 -0.880
H 2.130 -0.639 0.600
H 2.457 0.260 -0.909
H -0.224 -1.576 -1.352
N 0.546 1.730 0.452
O -1.389 -0.142 0.978
O -0.876 -1.480 -0.617
*
```

## Properties
**DFT total energy**: -323.715679 hartree
**SMILES**: C[C@H](N)C(=O)O
**LUMO level**: 0.66 eV
**Energy relative to the best compared isomer or geometry (same formula, charge and spin)**: 171.41 kJ/mol

natural (NBO) population analysis, charges in e, atoms 1 to 4: C -0.18; C 0.76; C -0.62; H 0.36

No. 3
This record from the Open Molecules 2025 dataset describes a cluster of 2 separate species, C5H11NO in total. The level of theory is wB97M-V/def2-TZVPD.

The geometry in ORCA input format:
```
! wB97M-V def2-TZVPD RIJCOSX def2/J DEFGRID3
* xyz -1 2
N 0.009 -1.632 -1.197
C 0.357 -0.958 0.160
C -0.601 3.297 1.108
C -0.955 2.213 1.816
C -0.351 0.910 1.553
C 0.048 0.503 0.338
H -0.951 -1.964 -1.317
H 0.353 -1.049 -1.955
H -0.212 -1.652 0.835
H 1.368 -1.238 0.423
H -0.848 4.268 1.485
H -0.512 3.330 0.021
H -1.356 2.356 2.825
H 0.090 0.460 2.446
H -0.219 1.014 -0.504
H 1.390 -2.615 -2.219
H 0.804 -3.862 -2.998
O 1.585 -3.380 -2.819
*
```

## Properties
**DFT total energy**: -326.990379 hartree
**Expectation value of S²**: 0.764
**LUMO level (spin up / spin down)**: 3.73 / 3.71 eV
**Energy relative to the best compared isomer or geometry (same formula, charge and spin)**: 221.98 kJ/mol

natural (NBO) population analysis, charges in e, atoms 1 to 4: N -0.91; C -0.21; C -0.62; C -0.31

No. 4
This record from the Open Molecules 2025 dataset describes a structure of composition C24H28As2CoO2P. The level of theory is wB97M-V/def2-TZVPD.

The geometry in ORCA input format:
```
! wB97M-V def2-TZVPD RIJCOSX def2/J DEFGRID3
* xyz 1 4
Co 0.256 -0.391 0.206
C -2.637 -3.086 1.097
As -1.099 -1.980 1.449
C 0.215 -3.293 2.027
C -1.514 -1.077 3.116
C -2.596 -1.465 3.900
C -2.857 -0.819 5.099
C -2.035 0.214 5.527
C -0.956 0.605 4.749
C -0.691 -0.029 3.540
As 0.793 0.549 2.431
C 2.333 0.287 3.565
C 0.607 2.469 2.381
H -3.527 -2.469 0.996
H -2.760 -3.797 1.912
H -2.470 -3.624 0.167
H -0.138 -3.762 2.944
H 1.173 -2.806 2.209
H 0.346 -4.042 1.247
H -3.247 -2.270 3.583
H -3.703 -1.123 5.700
H -2.238 0.718 6.462
H -0.326 1.419 5.090
H 2.050 0.538 4.586
H 3.129 0.945 3.224
H 2.677 -0.744 3.514
H 0.600 2.878 3.389
H -0.311 2.726 1.859
H 1.448 2.872 1.818
O 1.945 2.411 -1.865
C 1.481 1.326 -1.640
O 0.410 1.127 -0.878
C 2.121 0.056 -2.225
P 2.037 -1.313 -1.021
C 3.590 -1.251 -0.091
C 4.182 -2.402 0.420
C 5.315 -2.305 1.217
C 5.862 -1.062 1.503
C 5.278 0.089 0.991
C 4.141 -0.001 0.203
C 2.021 -2.871 -1.916
C 3.084 -3.208 -2.757
C 3.064 -4.402 -3.457
C 1.985 -5.268 -3.322
C 0.923 -4.940 -2.492
C 0.943 -3.741 -1.790
H 3.138 0.272 -2.544
H 1.534 -0.241 -3.098
H 3.768 -3.377 0.190
H 5.778 -3.203 1.605
H 6.753 -0.991 2.113
H 5.715 1.058 1.196
H 3.705 0.906 -0.204
H 3.930 -2.539 -2.859
H 3.888 -4.659 -4.109
H 1.972 -6.201 -3.870
H 0.081 -5.612 -2.395
H 0.107 -3.474 -1.154
*
```

## Properties
**DFT total energy**: -7277.301516 hartree
**Expectation value of S²**: 3.764
**LUMO level (spin up / spin down)**: -2.18 / -3.65 eV

natural (NBO) population analysis, charges in e, atoms 1 to 4: Co 1.14; C -0.93; As 0.84; C -0.93

No. 5
This record from the Open Molecules 2025 dataset describes a cluster of 2 separate species, C3H13N3 in total. The level of theory is wB97M-V/def2-TZVPD.

The geometry in ORCA input format:
```
! wB97M-V def2-TZVPD RIJCOSX def2/J DEFGRID3
* xyz -1 2
C 0.817 -1.932 0.852
N 0.705 -0.901 1.871
C 1.734 -0.945 2.876
H 1.566 -1.642 0.113
H 1.039 -2.911 1.282
H -0.086 -2.075 0.244
H -0.252 -0.826 2.162
H 2.275 -0.009 3.076
H 2.525 -1.592 2.484
H 1.339 -1.272 3.848
N -0.870 0.522 -2.074
C -1.675 1.683 -2.479
N -1.098 2.948 -1.954
H -1.097 -0.234 -2.719
H -1.176 0.195 -1.153
H -1.688 1.800 -3.558
H -2.655 1.524 -2.003
H -0.088 2.788 -1.909
H -1.315 2.876 -0.959
*
```

## Properties
**DFT total energy**: -286.269686 hartree
**Expectation value of S²**: 0.750
**LUMO level (spin up / spin down)**: 3.93 / 3.80 eV
**Energy relative to the best compared isomer or geometry (same formula, charge and spin)**: 50.53 kJ/mol

natural (NBO) population analysis, charges in e, atoms 1 to 4: C -0.63; N -0.70; C -0.44; H 0.18

Result set for maximum force: 0.46, 5.34, 3.22, 0.46, 1.28 eV/Å, one per record in the order listed.